{
  "formula": "C15H35B3Br2O3",
  "method": "wB97M-V/def2-TZVPD",
  "charge": 0,
  "molar_mass_g_mol": 455.7,
  "e_above_lowest_ev": 0.278,
  "lumo_ev": 0.397,
  "e_tot_ev": -164386.391,
  "symbols": ["C", "C", "Br", "C", "Br", "B", "O", "B", "O", "B", "O", "H", "H", "H", "H", "H", "H", "H", "C", "C", "C", "C", "C", "C", "H", "H", "H", "H", "H", "H", "H", "H", "H", "H", "H", "H", "H", "H", "C", "C", "C", "C", "C", "C", "H", "H", "H", "H", "H", "H", "H", "H", "H", "H", "H", "H", "H", "H"],
  "coordinates": [[-4.302, 5.203, -2.031], [-3.807, 5.704, -3.371], [-2.480, 7.108, -3.158], [-3.279, 4.556, -4.297], [-1.751, 5.168, -5.370], [-2.786, 3.279, -3.508], [-1.516, 3.072, -3.026], [-1.152, 1.775, -3.272], [-1.867, 1.009, -4.184], [-3.233, 1.161, -4.061], [-3.690, 2.235, -3.326], [-5.014, 5.931, -1.647], [-4.842, 4.262, -2.114], [-3.509, 5.159, -1.291], [-4.633, 6.176, -3.886], [-4.027, 4.256, -5.021], [-0.253, 1.257, -2.701], [-3.961, 0.391, -4.587], [-2.559, -0.528, -0.797], [-1.406, -0.854, 0.147], [-0.232, -1.543, -0.547], [-0.553, -2.904, -1.168], [-1.110, -3.943, -0.197], [-0.139, -4.309, 0.921], [-2.989, -1.429, -1.238], [-3.357, -0.010, -0.265], [-2.220, 0.120, -1.607], [-1.772, -1.468, 0.975], [-1.045, 0.077, 0.593], [0.586, -1.650, 0.171], [0.149, -0.886, -1.336], [0.359, -3.299, -1.624], [-1.264, -2.770, -1.988], [-1.347, -4.848, -0.763], [-2.053, -3.596, 0.234], [0.796, -4.700, 0.512], [-0.570, -5.075, 1.567], [0.097, -3.447, 1.548], [3.779, -2.309, 1.205], [3.417, -2.441, 2.682], [2.675, -1.224, 3.232], [3.467, 0.084, 3.196], [4.801, 0.051, 3.941], [4.653, -0.212, 5.437], [4.458, -1.474, 1.027], [4.276, -3.216, 0.855], [2.884, -2.159, 0.598], [4.321, -2.636, 3.265], [2.777, -3.319, 2.806], [2.364, -1.435, 4.259], [1.750, -1.085, 2.663], [2.843, 0.878, 3.620], [3.650, 0.372, 2.157], [5.295, 1.016, 3.802], [5.463, -0.699, 3.500], [4.028, 0.551, 5.906], [5.628, -0.196, 5.927], [4.205, -1.187, 5.633]],
  "atomic_forces_ev_per_a": [[-0.273, 0.667, 0.295], [-0.004, -0.479, -0.749], [-0.448, 0.445, 0.861], [1.043, 0.581, 0.609], [-0.190, -0.782, -0.755], [-0.399, 0.489, 0.622], [-0.267, -0.219, -0.402], [0.943, -0.430, 0.093], [-0.278, 0.141, 0.345], [0.030, -0.521, 0.024], [-0.198, 0.173, -0.939], [-0.061, 0.047, 0.127], [0.117, -0.187, -0.069], [0.191, -0.379, -0.022], [-0.009, 0.217, -0.161], [-0.244, 0.111, 0.032], [0.194, 0.185, -0.041], [-0.110, -0.034, 0.086], [-0.083, -0.026, 0.181], [0.037, 0.085, -0.122], [0.044, -0.035, 0.052], [-0.068, 0.038, -0.036], [0.142, -0.058, -0.020], [-0.137, 0.026, 0.025], [0.011, 0.016, -0.043], [-0.019, 0.018, -0.044], [-0.002, -0.074, 0.012], [0.018, -0.012, 0.003], [-0.001, -0.020, 0.042], [0.000, -0.018, -0.004], [-0.008, 0.019, 0.008], [0.000, -0.014, 0.006], [0.014, 0.016, -0.008], [-0.055, 0.011, 0.003], [-0.005, 0.016, -0.019], [0.023, 0.030, 0.016], [0.054, -0.010, 0.023], [0.039, -0.010, 0.002], [0.081, -0.112, 0.097], [-0.120, 0.032, -0.128], [0.003, -0.024, 0.084], [0.011, -0.009, -0.077], [-0.073, 0.090, 0.105], [0.101, -0.050, -0.075], [-0.019, 0.013, -0.019], [-0.009, 0.020, -0.065], [0.014, 0.034, -0.017], [-0.015, 0.020, 0.033], [0.026, -0.014, 0.035], [-0.002, 0.021, 0.002], [0.004, -0.018, -0.014], [0.015, 0.008, 0.013], [-0.015, -0.010, -0.004], [0.035, -0.022, -0.035], [-0.011, 0.002, -0.026], [-0.027, -0.020, 0.007], [-0.019, 0.009, 0.037], [-0.019, 0.009, 0.016]],
  "nbo_charge": [-0.66, -0.24, 0.02, -0.63, 0.03, 1.21, -0.88, 0.99, -0.88, 0.95, -0.90, 0.23, 0.23, 0.23, 0.22, 0.26, -0.10, -0.09, -0.60, -0.40, -0.40, -0.40, -0.40, -0.61, 0.20, 0.21, 0.18, 0.20, 0.20, 0.20, 0.20, 0.20, 0.20, 0.20, 0.19, 0.20, 0.21, 0.20, -0.61, -0.40, -0.40, -0.40, -0.40, -0.61, 0.20, 0.21, 0.20, 0.19, 0.20, 0.20, 0.20, 0.20, 0.20, 0.20, 0.19, 0.20, 0.21, 0.20]
}

***

{
  "formula": "C45H47BBrN11O7PbS2",
  "method": "wB97M-V/def2-TZVPD",
  "charge": 0,
  "molar_mass_g_mol": 1216.0,
  "e_above_lowest_ev": 0.378,
  "lumo_ev": -0.185,
  "e_tot_ev": -175786.069,
  "symbols": ["Pb", "O", "C", "C", "C", "C", "C", "C", "C", "O", "N", "N", "C", "C", "Br", "C", "C", "C", "C", "C", "C", "C", "H", "H", "H", "H", "H", "H", "H", "H", "H", "H", "H", "H", "H", "H", "C", "C", "N", "N", "C", "B", "N", "C", "C", "C", "N", "N", "C", "C", "C", "N", "H", "H", "H", "H", "H", "H", "H", "H", "H", "H", "C", "C", "S", "O", "O", "C", "C", "N", "C", "N", "C", "C", "N", "O", "O", "C", "H", "H", "H", "H", "H", "H", "H", "H", "H", "H", "H", "H", "H", "O", "S", "C", "C", "C", "C", "C", "C", "C", "C", "C", "C", "C", "C", "H", "H", "H", "H", "H", "H", "H", "H", "H", "H"],
  "coordinates": [[-0.179, -0.130, -1.497], [1.739, -0.498, -5.415], [2.866, -1.205, -5.288], [3.479, -1.688, -6.448], [4.671, -2.375, -6.378], [5.263, -2.620, -5.150], [4.630, -2.203, -3.992], [3.440, -1.491, -4.036], [2.694, -1.120, -2.759], [1.681, -0.256, -2.948], [3.630, -0.568, -1.752], [3.142, 0.080, -0.739], [3.877, 0.493, 0.226], [3.327, 1.234, 1.319], [1.567, 1.945, 1.028], [3.976, 1.514, 2.459], [3.441, 2.199, 3.638], [4.057, 3.348, 4.128], [3.589, 3.962, 5.274], [2.523, 3.416, 5.972], [1.903, 2.273, 5.494], [2.349, 1.678, 4.329], [1.498, -0.230, -4.463], [2.987, -1.501, -7.391], [5.132, -2.727, -7.290], [6.200, -3.156, -5.096], [5.066, -2.456, -3.036], [2.343, -2.094, -2.308], [4.636, -0.693, -1.866], [4.955, 0.291, 0.276], [5.011, 1.208, 2.532], [4.904, 3.765, 3.601], [4.071, 4.860, 5.635], [2.185, 3.878, 6.889], [1.077, 1.830, 6.029], [1.865, 0.783, 3.972], [-4.835, 0.627, -1.455], [-3.688, -0.002, -0.972], [-2.660, 0.267, -1.760], [-3.099, 1.038, -2.752], [-4.408, 1.277, -2.594], [-2.220, 1.326, -3.980], [-1.688, -0.038, -4.448], [-1.860, -0.612, -5.646], [-1.237, -1.841, -5.636], [-0.697, -1.938, -4.358], [-0.980, -0.848, -3.661], [-1.042, 2.235, -3.607], [-0.629, 3.331, -4.259], [0.502, 3.814, -3.631], [0.720, 2.922, -2.587], [-0.222, 1.990, -2.583], [-5.825, 0.593, -1.050], [-3.571, -0.635, -0.115], [-4.952, 1.882, -3.288], [-2.868, 1.834, -4.833], [-2.415, -0.128, -6.422], [-1.171, -2.560, -6.426], [-0.111, -2.727, -3.930], [-1.146, 3.705, -5.119], [1.082, 4.675, -3.893], [1.495, 2.916, -1.850], [0.015, 5.181, 4.209], [-0.953, 4.648, 5.240], [-1.915, 3.274, 4.532], [-2.887, 2.841, 5.495], [-1.014, 2.286, 4.008], [-2.831, 4.022, 3.122], [-3.741, 2.956, 2.528], [-2.963, 1.856, 2.015], [-2.104, 1.915, 0.970], [-1.395, 0.810, 0.864], [-1.764, 0.009, 1.871], [-2.747, 0.630, 2.615], [-3.467, 0.104, 3.695], [-4.531, 0.618, 3.996], [-2.999, -0.876, 4.240], [-1.985, 3.060, 0.046], [0.795, 5.768, 4.689], [-0.489, 5.815, 3.485], [0.484, 4.347, 3.691], [-1.673, 5.381, 5.591], [-0.436, 4.210, 6.090], [-2.088, 4.366, 2.411], [-3.415, 4.843, 3.525], [-4.349, 3.370, 1.715], [-4.406, 2.574, 3.308], [-1.350, -0.968, 2.005], [-2.914, 3.620, -0.016], [-1.715, 2.672, -0.931], [-1.180, 3.721, 0.361], [-0.237, -2.404, -0.111], [0.579, -3.379, 0.650], [0.504, -4.891, -0.355], [1.262, -6.005, -0.036], [1.257, -7.089, -0.899], [0.510, -7.049, -2.066], [-0.248, -5.931, -2.373], [-0.247, -4.845, -1.516], [-0.566, -3.868, 1.990], [-0.334, -3.297, 3.232], [-1.261, -3.457, 4.247], [-2.413, -4.189, 4.016], [-2.633, -4.769, 2.778], [-1.712, -4.606, 1.755], [1.850, -6.030, 0.870], [1.847, -7.964, -0.672], [0.525, -7.891, -2.741], [-0.826, -5.901, -3.284], [-0.813, -3.950, -1.732], [0.564, -2.718, 3.392], [-1.100, -2.993, 5.206], [-3.146, -4.294, 4.800], [-3.531, -5.341, 2.601], [-1.891, -5.042, 0.783]],
  "atomic_forces_ev_per_a": [[1.101, -0.529, 0.437], [-0.115, 0.192, 0.034], [0.131, -0.053, -0.043], [-0.136, 0.121, 0.110], [-0.032, -0.015, -0.049], [0.256, -0.183, 0.051], [-0.022, 0.018, -0.150], [-0.131, 0.123, 0.208], [-0.050, -0.500, 0.409], [-0.243, 0.276, -0.270], [0.961, -0.224, -0.530], [-0.278, 0.109, 0.344], [0.502, -0.336, -0.611], [-0.275, 0.702, 0.837], [0.275, -0.226, 0.245], [-0.242, -0.095, -0.558], [-0.141, 0.167, 0.204], [-0.016, -0.050, -0.064], [0.059, 0.096, 0.121], [-0.038, 0.042, 0.037], [-0.030, 0.038, 0.112], [0.108, -0.008, -0.007], [0.114, -0.103, -0.156], [-0.005, 0.074, -0.092], [0.085, -0.036, -0.053], [0.044, -0.046, 0.026], [0.048, -0.050, 0.117], [-0.022, 0.292, -0.164], [-0.295, 0.069, 0.141], [-0.115, -0.003, -0.067], [0.132, -0.190, -0.123], [0.064, 0.017, -0.063], [0.031, 0.039, 0.038], [-0.036, 0.039, 0.074], [-0.106, -0.006, 0.041], [-0.061, -0.095, -0.121], [-0.053, 0.061, -0.067], [-0.155, 0.119, -0.137], [0.156, -0.282, 0.283], [-0.473, 0.371, -0.135], [-0.232, 0.014, 0.112], [0.146, -0.398, 0.297], [-0.227, 0.139, -0.605], [0.029, -0.308, -0.240], [-0.137, 0.001, 0.061], [-0.168, 0.083, -0.115], [0.104, -0.246, 0.149], [-0.229, 0.476, -0.444], [0.172, 0.187, 0.037], [-0.080, -0.042, -0.022], [-0.082, 0.160, -0.131], [0.109, 0.006, 0.144], [-0.217, 0.013, 0.076], [0.078, -0.095, 0.233], [-0.094, 0.134, -0.256], [-0.138, 0.160, -0.259], [-0.100, 0.203, -0.138], [-0.002, -0.096, -0.203], [0.212, -0.146, 0.148], [-0.190, -0.029, -0.160], [0.103, 0.144, -0.073], [0.257, -0.102, 0.242], [0.122, 0.064, -0.078], [-0.453, -0.513, -0.586], [-0.138, 0.762, 0.178], [-0.318, 0.140, 0.215], [0.489, 0.096, -0.186], [0.496, -0.416, 0.645], [-0.374, 0.360, 0.278], [-0.156, -0.521, -0.069], [-0.146, -0.156, 0.248], [0.057, 0.439, -0.047], [-0.650, 0.094, 0.830], [0.925, -0.202, -1.271], [-0.319, -0.290, 0.313], [-0.251, 0.036, 0.125], [0.126, -0.155, 0.123], [-0.006, 0.043, 0.043], [0.053, 0.036, 0.004], [-0.011, 0.076, -0.102], [0.190, 0.005, -0.069], [-0.092, 0.045, 0.100], [-0.057, -0.190, 0.093], [0.042, 0.171, -0.059], [-0.029, 0.171, 0.026], [0.115, 0.003, 0.182], [0.103, 0.088, -0.338], [0.049, -0.296, 0.088], [-0.056, 0.113, -0.087], [-0.083, 0.074, -0.102], [0.070, 0.172, 0.025], [-0.271, 0.493, -0.353], [-0.609, -1.363, 0.658], [0.181, 0.288, 0.128], [0.000, 0.026, 0.037], [0.020, -0.023, 0.040], [-0.031, -0.042, -0.044], [0.043, -0.114, -0.012], [-0.059, 0.271, 0.098], [0.595, 0.118, -0.187], [0.143, -0.019, -0.059], [-0.049, -0.034, -0.001], [0.076, 0.043, 0.062], [-0.007, -0.010, -0.122], [-0.053, -0.075, -0.136], [0.088, 0.010, 0.101], [0.055, -0.054, 0.059], [-0.002, -0.079, -0.053], [-0.064, 0.022, -0.075], [-0.043, 0.053, -0.062], [0.109, 0.095, 0.052], [0.038, 0.072, 0.111], [-0.077, -0.029, 0.085], [-0.069, -0.050, -0.029], [-0.017, -0.044, -0.081]],
  "lowdin_charge": [1.41, 0.03, -0.27, -0.02, -0.10, -0.11, -0.06, -0.09, -0.44, -0.37, 0.01, -0.01, -0.22, -0.59, 0.83, -0.12, -0.27, -0.04, -0.09, -0.11, -0.09, -0.06, 0.05, 0.11, 0.10, 0.09, 0.10, 0.14, 0.14, 0.12, 0.12, 0.11, 0.10, 0.10, 0.11, 0.11, -0.05, -0.15, -0.05, -0.03, -0.07, -0.53, -0.02, -0.06, -0.05, -0.14, -0.06, -0.02, -0.06, -0.04, -0.14, -0.09, 0.09, 0.11, 0.12, 0.12, 0.12, 0.09, 0.11, 0.12, 0.09, 0.08, -0.12, -0.27, 0.66, -0.30, -0.30, -0.17, -0.14, 0.05, -0.36, 0.01, -0.04, -0.17, -0.33, 0.07, 0.09, 0.02, 0.08, 0.07, 0.07, 0.10, 0.09, 0.08, 0.11, 0.14, 0.11, 0.11, 0.09, 0.05, 0.09, -0.68, 1.01, -0.38, -0.08, -0.07, -0.08, -0.06, -0.09, -0.36, -0.10, -0.08, -0.07, -0.06, -0.06, 0.11, 0.11, 0.10, 0.11, 0.10, 0.11, 0.11, 0.11, 0.11, 0.11]
}

***

no.,HOMO (eV)
1,-9.4830
2,-7.3374